Record 1
{
  "formula": "C19H19N5O5S",
  "method": "ωB97M-V/def2-TZVPD",
  "e_above_lowest_kj_mol": 142.0,
  "fmax_ha_per_bohr": 0.033,
  "smiles": "COc1ccc(-n2nnnc2SCC(=O)Nc2ccc3c(c2)OCCO3)c(OC)c1",
  "elements": ["C", "O", "C", "C", "C", "C", "N", "N", "N", "N", "C", "S", "C", "C", "O", "N", "C", "C", "C", "C", "C", "C", "O", "C", "C", "O", "C", "O", "C", "C", "H", "H", "H", "H", "H", "H", "H", "H", "H", "H", "H", "H", "H", "H", "H", "H", "H", "H", "H"],
  "xyz": [[5.4375, 2.3956, -1.8070], [4.5623, 1.7890, -2.7309], [3.2822, 1.5574, -2.3553], [2.7310, 1.9179, -1.1296], [1.4133, 1.6083, -0.8609], [0.6416, 0.9372, -1.7931], [-0.6883, 0.6288, -1.4775], [-1.4864, 1.5135, -0.8657], [-2.6172, 0.9704, -0.6952], [-2.6333, -0.2697, -1.1451], [-1.4323, -0.5027, -1.6360], [-0.9725, -2.0491, -2.2813], [0.6955, -2.2954, -1.5621], [0.8914, -1.6786, -0.1799], [1.9507, -1.1660, 0.1094], [-0.1930, -1.7762, 0.6198], [-0.4409, -1.1188, 1.8353], [0.5101, -0.3296, 2.4737], [0.1835, 0.3085, 3.6534], [-1.0811, 0.1787, 4.2114], [-2.0461, -0.5900, 3.5507], [-1.7164, -1.2393, 2.3715], [-3.3214, -0.7231, 4.0281], [-3.6513, 0.2404, 5.0043], [-2.5219, 0.3582, 6.0267], [-1.3416, 0.8098, 5.4007], [1.1722, 0.6026, -3.0504], [0.3256, -0.0082, -3.9185], [0.7908, -0.3307, -5.2079], [2.4939, 0.9145, -3.3127], [6.4027, 2.4461, -2.3080], [5.5311, 1.7977, -0.8959], [5.1096, 3.4073, -1.5500], [3.3136, 2.4229, -0.3784], [0.9678, 1.8705, 0.0857], [0.8095, -3.3796, -1.5078], [1.4583, -1.8953, -2.2299], [-0.9934, -2.2804, 0.2545], [1.4940, -0.2244, 2.0500], [0.9075, 0.9181, 4.1692], [-2.4814, -1.8165, 1.8758], [-4.5771, -0.0973, 5.4720], [-3.8117, 1.2162, 4.5266], [-2.7608, 1.0886, 6.8011], [-2.3481, -0.6245, 6.4872], [-0.0557, -0.7917, -5.7137], [1.1015, 0.5646, -5.7534], [1.6213, -1.0421, -5.1675], [2.9556, 0.6726, -4.2553]],
  "lowdin_charge": [-0.08, -0.07, -0.26, -0.01, 0.00, -0.16, -0.03, 0.07, -0.04, 0.02, -0.63, 1.00, -0.32, -0.53, 0.07, 0.12, -0.22, -0.02, 0.01, -0.20, -0.20, 0.07, -0.02, -0.15, -0.15, -0.03, -0.23, -0.13, -0.07, 0.07, 0.09, 0.10, 0.10, 0.11, 0.12, 0.09, 0.08, 0.11, 0.10, 0.12, 0.13, 0.13, 0.14, 0.13, 0.14, 0.10, 0.10, 0.10, 0.12]
}

---

Record 2
{
  "formula": "C13H41N3O6",
  "method": "ωB97M-V/def2-TZVPD",
  "e_above_lowest_kj_mol": 0.0,
  "fmax_ha_per_bohr": 0.035,
  "smiles": "COC[C@H](C)N.COC[C@H](C)N.COC[C@H](C)N.CO.O.O",
  "elements": ["C", "O", "C", "C", "C", "N", "H", "H", "H", "H", "H", "H", "H", "H", "H", "H", "H", "C", "O", "C", "C", "C", "N", "H", "H", "H", "H", "H", "H", "H", "H", "H", "H", "H", "C", "O", "C", "C", "C", "N", "H", "H", "H", "H", "H", "H", "H", "H", "H", "H", "H", "C", "O", "H", "H", "H", "H", "O", "H", "H", "O", "H", "H"],
  "xyz": [[-5.5821, 2.2657, 0.6903], [-4.8459, 2.2674, -0.5237], [-4.4591, 0.9690, -0.9298], [-3.2730, 1.0631, -1.8713], [-3.6241, 1.8968, -3.0949], [-2.8991, -0.2879, -2.2643], [-6.3167, 1.4562, 0.7105], [-6.1153, 3.2151, 0.6997], [-4.9102, 2.2077, 1.5515], [-4.1214, 0.4270, -0.0296], [-5.3000, 0.4501, -1.4033], [-2.4882, 1.5966, -1.3121], [-2.8096, 1.8527, -3.8204], [-3.7514, 2.9557, -2.8580], [-4.5706, 1.5845, -3.5396], [-2.9962, -0.9816, -1.5312], [-1.9147, -0.3236, -2.5165], [2.8907, -1.0069, -0.5296], [3.3430, -1.9040, 0.4679], [4.5692, -1.4978, 1.0472], [4.9263, -2.4926, 2.1364], [6.1923, -2.0128, 2.8480], [5.2182, -3.8304, 1.5419], [3.4312, -1.2526, -1.4496], [2.9592, 0.0568, -0.2839], [1.8335, -1.1732, -0.7106], [5.3660, -1.3814, 0.2983], [4.4468, -0.4969, 1.4950], [4.0915, -2.6094, 2.8226], [7.0963, -2.2585, 2.2944], [6.2830, -2.4588, 3.8392], [6.1340, -0.9322, 3.0060], [4.3501, -4.0799, 1.0557], [5.7774, -3.6645, 0.7008], [-1.7996, 2.7743, 3.4702], [-0.7009, 1.9752, 3.0503], [-0.8688, 1.3844, 1.8016], [-0.4291, -0.0555, 1.8180], [1.0035, -0.2230, 2.3044], [-0.5942, -0.6927, 0.4778], [-1.6873, 3.7547, 2.9966], [-1.8012, 2.8748, 4.5512], [-2.7456, 2.3266, 3.1587], [-1.8965, 1.4499, 1.4115], [-0.2778, 1.8770, 1.0089], [-1.0352, -0.6776, 2.4928], [1.0996, 0.2251, 3.2920], [1.7109, 0.2854, 1.6458], [1.2588, -1.2821, 2.3253], [-0.3815, -1.6835, 0.5722], [-1.6073, -0.7154, 0.3449], [0.4240, 1.9002, -3.8434], [0.9114, 3.2268, -3.8742], [0.1233, 1.5427, -4.8345], [1.1754, 1.2227, -3.4315], [-0.4740, 1.8284, -3.2323], [1.5825, 3.2855, -4.5574], [-0.7266, -3.7876, -1.7938], [-0.0197, -4.1763, -1.2685], [-1.1810, -4.5389, -2.1855], [0.1122, -1.0464, -2.4067], [0.0431, -2.0016, -2.2840], [-0.1494, -0.6724, -1.5474]],
  "lowdin_charge": [-0.10, -0.19, -0.23, -0.46, -0.06, 0.05, 0.09, 0.09, 0.07, 0.11, 0.14, 0.13, 0.07, 0.08, 0.08, 0.06, 0.04, -0.11, -0.21, -0.24, -0.42, -0.07, 0.03, 0.10, 0.09, 0.05, 0.13, 0.12, 0.14, 0.08, 0.07, 0.07, 0.06, 0.07, -0.08, -0.17, -0.23, -0.41, -0.05, 0.04, 0.09, 0.09, 0.07, 0.11, 0.14, 0.14, 0.08, 0.07, 0.08, 0.08, 0.06, -0.17, -0.12, 0.08, 0.07, 0.06, 0.07, -0.04, 0.05, 0.05, -0.09, 0.00, -0.01]
}

---

Record 3
{
  "formula": "C23H25Si",
  "method": "ωB97M-V/def2-TZVPD",
  "e_above_lowest_kj_mol": 96.3,
  "total_charge": 1,
  "fmax_ha_per_bohr": 0.083,
  "elements": ["C", "C", "C", "C", "C", "C", "C", "C", "C", "C", "C", "C", "C", "C", "C", "H", "H", "H", "H", "H", "H", "H", "H", "H", "H", "H", "H", "H", "C", "Si", "C", "H", "C", "C", "C", "C", "C", "C", "H", "H", "H", "H", "H", "H", "H", "H", "H", "H", "H"],
  "xyz": [[-0.2880, 1.7349, 2.2172], [0.0614, 2.8147, 3.1817], [-0.9449, 3.7471, 3.5502], [-0.6148, 4.8403, 4.3546], [0.6950, 5.0436, 4.7953], [1.7011, 4.1235, 4.4361], [1.4020, 3.0096, 3.6493], [0.5478, 0.7995, 1.7519], [0.1515, -0.4137, 0.9724], [1.3220, -1.4389, 0.8832], [1.5169, -2.0399, -0.3612], [2.5256, -3.0006, -0.4671], [3.3804, -3.3343, 0.5611], [3.2536, -2.6464, 1.7570], [2.2562, -1.6785, 1.9106], [-1.2475, 1.6964, 1.7417], [-1.9869, 3.5408, 3.2673], [-1.4064, 5.5320, 4.6733], [0.9741, 5.9339, 5.3430], [2.7385, 4.2390, 4.7496], [2.1852, 2.2630, 3.4267], [1.6053, 0.9170, 1.9119], [-0.8826, -0.9238, 1.2630], [0.9503, -1.7170, -1.2587], [2.6618, -3.4889, -1.3980], [4.1906, -4.0696, 0.4569], [3.8634, -2.8614, 2.5885], [2.1180, -1.1899, 2.8787], [-3.1693, -0.0421, -1.0366], [-1.4057, -0.1453, -1.6903], [-0.9010, 1.4583, -2.4171], [-0.0308, -0.2122, -0.1967], [-1.3700, -1.5038, -3.1623], [-1.8745, -1.1523, -4.3925], [-1.7782, -2.1124, -5.3622], [-1.2232, -3.3575, -5.1595], [-0.7511, -3.5997, -3.8942], [-0.7887, -2.7018, -2.8758], [-3.5627, -0.9888, -0.6300], [-3.2518, 0.6693, -0.1940], [-4.0067, 0.2816, -1.7431], [0.1761, 1.4821, -2.6114], [-1.3399, 1.8158, -3.3794], [-1.0742, 2.2682, -1.7082], [-2.3065, -0.1879, -4.5917], [-2.1566, -1.9095, -6.3075], [-1.1601, -4.1321, -5.9352], [-0.3310, -4.5155, -3.6682], [-0.4238, -2.8470, -1.8804]],
  "lowdin_charge": [-0.02, -0.20, -0.04, -0.08, -0.06, -0.07, -0.02, -0.10, -0.13, -0.21, -0.06, -0.07, -0.06, -0.06, -0.03, 0.10, 0.12, 0.11, 0.11, 0.11, 0.11, 0.10, 0.17, 0.07, 0.10, 0.12, 0.10, 0.12, -0.19, 0.90, -0.19, 0.05, -0.26, -0.08, -0.07, -0.03, -0.08, -0.12, 0.04, 0.03, 0.09, 0.05, 0.07, 0.04, 0.11, 0.10, 0.13, 0.09, 0.08]
}

---

Number 1: gap between HOMO and LUMO 0.3089 Eh. Number 2: gap between HOMO and LUMO 0.3375 Eh. Number 3: gap between HOMO and LUMO 0.2137 Eh.